{"formula": "C4H12N2O", "method": "ωB97M-V with the def2-TZVPD basis set", "species": ["C", "C", "N", "H", "H", "H", "H", "H", "H", "H", "C", "C", "N", "O", "H", "H", "H", "H", "H"], "positions_angstrom": [[0.892621, 0.134918, -0.310271], [1.790505, -0.773221, 0.527474], [0.935639, -0.203175, -1.735550], [1.894585, -0.185921, -2.078218], [0.597655, -1.156484, -1.858890], [1.215342, 1.182499, -0.231734], [0.054303, 0.914239, 1.143844], [1.986115, -0.339224, 1.515241], [1.312978, -1.746295, 0.685508], [2.765109, -0.947540, 0.055910], [-1.821828, 0.584376, -0.825239], [-0.965178, -0.275590, 0.069065], [-0.876879, 0.717908, 1.741381], [-1.150941, -1.472506, 0.206033], [-1.718587, 1.280337, 1.841284], [-0.789736, -0.065642, 2.381963], [-1.812274, 0.184557, -1.837179], [-2.846944, 0.553349, -0.441558], [-1.462485, 1.613415, -0.849064]], "forces_ev_per_angstrom": [[-1.23, -1.35, -0.43], [-0.26, 0.18, 0.40], [-0.17, 0.04, 0.07], [-0.16, 0.00, 0.07], [0.06, 0.12, 0.05], [-0.31, 0.09, 0.15], [-2.94, 0.35, 2.32], [0.02, -0.06, 0.00], [-0.04, 0.07, -0.12], [-0.15, 0.12, -0.03], [-0.29, 0.42, 0.66], [2.66, -0.96, -2.12], [1.85, -0.43, -1.42], [0.03, 0.83, 0.56], [0.83, 0.15, -0.03], [-0.02, 0.46, -0.07], [0.14, -0.07, 0.11], [0.04, 0.05, -0.12], [-0.05, 0.00, -0.04]], "nbo_charge": [-0.201, -0.660, -0.849, 0.351, 0.361, 0.178, 0.465, 0.197, 0.229, 0.207, -0.716, 0.630, -1.015, -0.675, 0.409, 0.406, 0.253, 0.217, 0.213], "largest_force_ev_per_a": 3.76, "e_above_lowest_kj_mol": 323.6, "orbital_gap_ev": 9.067, "homo_energy_ha": -0.301}



{"formula": "C4H12N2O", "method": "ωB97M-V with the def2-TZVPD basis set", "species": ["C", "C", "C", "C", "N", "N", "O", "H", "H", "H", "H", "H", "H", "H", "H", "H", "H", "H", "H"], "positions_angstrom": [[-1.034616, 0.182620, -0.047338], [-0.013287, 0.929663, 0.815681], [-0.768901, 0.169388, -1.545002], [-1.431236, -1.189725, 0.486551], [1.464197, 0.560710, 0.679569], [1.713944, -0.824302, 0.741182], [2.010579, 1.126122, -0.533963], [2.683324, 1.722474, -0.160821], [1.658761, -1.225553, -0.197941], [2.669719, -1.002130, 1.052352], [-1.672338, -0.125013, -2.090303], [-1.573180, -1.167512, 1.571687], [-0.074177, 2.003096, 0.597803], [-0.258503, 0.792656, 1.875234], [-1.877072, 0.903537, 0.169994], [0.016906, -0.547310, -1.801548], [-0.464835, 1.156533, -1.904599], [-0.676551, -1.946849, 0.258376], [-2.372736, -1.518403, 0.033087]], "forces_ev_per_angstrom": [[-0.94, 1.16, 0.80], [1.83, -0.80, -0.67], [0.00, 0.16, -0.05], [-0.08, -0.11, -0.04], [-0.64, 0.32, 0.85], [-0.13, 0.19, -0.52], [0.00, 0.11, 0.53], [-0.29, -0.28, -0.40], [-0.22, 0.02, 0.13], [-0.27, 0.44, 0.03], [0.11, -0.01, 0.10], [0.05, -0.03, -0.13], [0.26, -0.27, -0.01], [0.14, -0.07, -0.19], [0.10, -0.94, -0.59], [0.00, 0.11, 0.00], [0.03, -0.15, 0.02], [-0.05, 0.10, 0.08], [0.09, 0.06, 0.03]], "nbo_charge": [-0.239, -0.224, -0.608, -0.605, -0.055, -0.664, -0.621, 0.472, 0.333, 0.353, 0.208, 0.209, 0.204, 0.208, 0.197, 0.198, 0.219, 0.209, 0.204], "largest_force_ev_per_a": 2.11, "smiles": "CC(C)CN(N)O", "e_above_lowest_kj_mol": 313.9, "orbital_gap_ev": 9.768, "homo_energy_ha": -0.324}



{"formula": "C4H12N2O", "method": "ωB97M-V with the def2-TZVPD basis set", "species": ["C", "C", "C", "O", "N", "C", "N", "H", "H", "H", "H", "H", "H", "H", "H", "H", "H", "H", "H"], "positions_angstrom": [[0.452497, -0.433399, -1.822645], [-0.117389, -0.205570, -0.411096], [-1.525253, -0.787059, -0.291276], [-1.502075, -2.174530, -0.499663], [0.022960, 1.156771, 0.105590], [1.301258, 1.419614, 0.737276], [1.199540, 1.176352, 2.184260], [1.541124, -0.336249, -1.811714], [0.086003, 0.291782, -2.549763], [0.204936, -1.451465, -2.115635], [0.522727, -0.804490, 0.252218], [-1.921359, -0.484021, 0.678731], [-2.170063, -0.317056, -1.045550], [-1.874970, -2.663656, 0.243964], [-0.106113, 1.792481, -0.674591], [1.534945, 2.463571, 0.533201], [2.051044, 0.788947, 0.246200], [2.052829, 0.710527, 2.485477], [0.495863, 0.446280, 2.280931]], "forces_ev_per_angstrom": [[0.19, 0.17, 0.50], [0.93, -0.63, 0.13], [-0.07, 1.22, 0.11], [-0.03, -0.75, 0.02], [-0.73, 0.05, -0.77], [-0.41, 0.01, -0.30], [0.25, -0.61, -0.33], [-0.03, -0.03, 0.00], [-0.30, -0.06, -0.03], [0.01, 0.04, -0.27], [-0.26, -0.21, 0.03], [-0.06, -0.22, 0.14], [-0.02, -0.07, -0.01], [0.10, 0.37, -0.16], [-0.07, 0.14, 0.25], [0.21, 0.05, 0.21], [0.40, 0.06, 0.21], [0.04, 0.26, 0.13], [-0.13, 0.25, 0.15]], "nbo_charge": [-0.635, -0.067, -0.065, -0.733, -0.631, -0.045, -0.824, 0.206, 0.198, 0.232, 0.178, 0.176, 0.158, 0.480, 0.359, 0.177, 0.139, 0.347, 0.351], "largest_force_ev_per_a": 1.23, "smiles": "C[C@H](CO)NCN", "e_above_lowest_kj_mol": 149.4, "orbital_gap_ev": 9.853, "homo_energy_ha": -0.331}